This record from the Open Molecules 2025 dataset describes a single C3H4F2O molecule at a distorted geometry. The level of theory is ωB97M-V with the def2-TZVPD basis set.

Each line ends with the natural charge from an NBO analysis.
Atoms and positions in Å:
O1 -2.12 0.52 -0.03  -0.498
C1 -1.55 -0.56 -0.21  0.414
C2 -0.27 -0.75 0.54  -0.577
C3 0.79 -0.01 -0.29  0.577
F1 1.95 -0.57 -0.10  -0.313
F2 0.80 1.34 0.13  -0.365
H1 -1.77 -1.26 -1.06  0.128
H2 -0.34 -0.23 1.53  0.268
H3 -0.16 -1.85 0.53  0.229
H4 0.66 0.18 -1.29  0.138

- SMILES: O=CCC(F)F
- LUMO: 0.58 eV
- HOMO energy: -10.30 eV
- Multiplicity: 1
- Energy: -10657.177 eV


This record from the Open Molecules 2025 dataset describes a molecular structure, C36H42ClN3O5S3TcTe. The level of theory is ωB97M-V with the def2-TZVPD basis set.

Each line ends with the Mulliken spin population.
Atoms and positions in Å:
Tc1 -0.03 -0.71 0.27  0.385
C1 6.11 5.82 3.98  0.000
O1 7.23 5.04 3.59  0.000
C2 7.11 4.28 2.48  0.002
C3 8.20 3.47 2.17  -0.001
C4 8.16 2.66 1.05  0.002
C5 7.02 2.62 0.25  -0.001
C6 5.96 3.46 0.53  0.003
C7 5.99 4.29 1.64  -0.002
N1 7.08 1.80 -0.93  0.011
N2 6.14 1.10 -1.31  -0.005
C8 5.01 0.76 -0.50  0.024
C9 5.05 0.43 0.83  -0.020
C10 3.91 -0.03 1.52  0.040
C11 2.70 -0.15 0.87  -0.023
O2 1.58 -0.53 1.45  0.062
C12 2.66 0.14 -0.52  -0.014
N3 1.45 -0.07 -1.13  -0.007
C13 1.35 0.12 -2.42  -0.020
C14 2.44 0.55 -3.21  -0.005
C15 3.65 0.77 -2.62  0.006
C16 3.79 0.56 -1.23  -0.004
H1 6.37 6.28 4.93  0.000
H2 5.22 5.20 4.11  0.000
H3 5.90 6.61 3.25  0.000
H4 9.07 3.50 2.81  0.000
H5 9.01 2.05 0.79  0.000
H6 5.09 3.48 -0.12  -0.001
H7 5.16 4.95 1.83  0.000
H8 5.98 0.51 1.38  0.000
H9 3.98 -0.29 2.57  0.002
H10 0.38 -0.07 -2.87  0.005
H11 2.29 0.70 -4.27  0.000
H12 4.51 1.09 -3.20  0.001
C17 -2.37 -3.46 -2.79  0.003
C18 -1.45 -2.88 -1.75  0.113
S1 -1.73 -1.28 -1.26  0.140
C19 -0.41 -3.62 -1.22  0.075
C20 -0.15 -5.04 -1.66  0.000
S2 0.61 -2.96 -0.05  0.203
H13 -3.19 -2.78 -3.01  -0.002
H14 -2.79 -4.41 -2.46  0.002
H15 -1.83 -3.65 -3.73  0.006
H16 -1.08 -5.59 -1.80  0.000
H17 0.46 -5.57 -0.93  0.000
H18 0.38 -5.05 -2.62  0.006
C21 -3.59 -4.61 3.01  -0.001
C22 -2.96 -3.24 3.24  0.001
C23 -1.94 -2.92 2.16  0.013
S3 -1.44 -1.19 2.17  0.001
O3 -2.68 -0.40 2.28  -0.004
C24 -0.49 -1.11 3.71  0.003
C25 -1.24 -0.33 4.79  0.001
C26 -0.42 -0.30 6.07  0.000
H19 -4.32 -4.83 3.78  0.000
H20 -2.83 -5.40 3.02  0.000
H21 -4.09 -4.65 2.04  0.000
H22 -2.49 -3.20 4.22  0.000
H23 -3.73 -2.46 3.22  0.001
H24 -2.35 -3.08 1.16  -0.002
H25 -1.02 -3.51 2.25  -0.010
H26 0.44 -0.62 3.45  -0.003
H27 -0.30 -2.14 4.02  0.002
H28 -2.22 -0.78 4.97  0.000
H29 -1.42 0.68 4.42  0.001
H30 -0.25 -1.30 6.47  0.000
H31 -0.94 0.28 6.84  0.000
H32 0.55 0.17 5.90  0.000
Cl1 -2.44 4.05 0.52  0.000
C27 -2.13 2.75 1.70  -0.001
C28 -0.99 1.78 1.44  0.009
O4 -0.30 1.49 2.41  0.009
O5 -0.89 1.22 0.27  -0.014
H33 -3.04 2.15 1.77  0.000
H34 -1.94 3.23 2.65  0.000
C29 -2.93 1.97 -2.43  0.003
Te1 -0.95 2.76 -2.49  0.003
C30 -1.72 4.12 -3.96  0.000
C31 -3.22 3.95 -3.94  0.000
C32 -4.04 4.82 -4.66  0.000
C33 -5.42 4.67 -4.65  0.000
C34 -5.99 3.65 -3.91  0.000
C35 -5.18 2.78 -3.19  0.000
C36 -3.80 2.93 -3.20  0.000
H35 -3.23 1.87 -1.39  -0.001
H36 -2.94 0.98 -2.88  0.001
H37 -1.31 3.91 -4.95  0.000
H38 -1.44 5.14 -3.69  0.000
H39 -3.59 5.63 -5.23  0.000
H40 -6.04 5.36 -5.21  0.000
H41 -7.07 3.53 -3.89  0.000
H42 -5.63 1.99 -2.60  0.000

- LUMO (alpha / beta): -1.52 / -1.93 eV
- ⟨S²⟩: 1.06
- HOMO energy (alpha / beta): -7.18 / -7.19 eV
- Multiplicity: 2
- Energy: -107241.228 eV


This record from the Open Molecules 2025 dataset describes a molecular structure, C16H14BCl6O5 at a distorted geometry. The level of theory is ωB97M-V with the def2-TZVPD basis set.

Each line ends with the natural charge from an NBO analysis.
Atoms and positions in Å:
Cl1 -2.48 -1.32 -0.20  0.120
C1 -2.67 3.31 -2.08  -0.220
Cl2 -4.04 2.91 -3.00  0.016
C2 -2.92 3.78 -0.73  0.398
O1 -4.05 3.79 -0.21  -0.684
C3 -1.72 4.21 0.04  -0.192
Cl3 -2.00 4.87 1.58  0.012
C4 -0.45 4.02 -0.46  -0.069
Cl4 0.92 4.50 0.46  0.006
C5 -0.24 3.41 -1.74  -0.211
Cl5 1.33 3.04 -2.26  -0.003
C6 -1.36 3.08 -2.53  -0.042
Cl6 -1.12 2.34 -4.08  -0.004
C7 -2.16 -1.92 4.56  -0.656
C8 -1.59 -1.16 3.46  0.248
C9 -1.32 0.18 3.20  -0.275
C10 -1.45 0.33 1.79  -0.295
C11 -2.16 -0.79 1.30  0.164
B1 0.69 -1.68 -0.17  1.358
O2 0.17 -2.65 -1.03  -0.736
C12 1.31 -2.73 -1.90  -0.068
C13 2.50 -1.82 -1.31  -0.144
C14 3.74 -1.97 -2.13  -0.607
C15 2.70 -2.25 0.24  -0.064
O3 1.45 -2.04 0.93  -0.735
C16 1.95 -0.31 -1.28  -0.067
O4 0.68 -0.32 -0.59  -0.736
O5 -2.00 -1.76 2.23  -0.450
H1 -2.25 -1.28 5.46  0.221
H2 -3.19 -2.27 4.30  0.229
H3 -1.54 -2.81 4.78  0.218
H4 -1.23 1.00 3.95  0.234
H5 -0.94 1.04 1.16  0.254
H6 1.63 -3.79 -1.94  0.179
H7 1.00 -2.37 -2.90  0.190
H8 3.96 -3.05 -2.19  0.212
H9 3.51 -1.56 -3.12  0.223
H10 4.55 -1.43 -1.64  0.218
H11 2.91 -3.33 0.36  0.180
H12 3.50 -1.66 0.72  0.186
H13 2.64 0.36 -0.73  0.188
H14 1.76 0.09 -2.29  0.204

- Total charge: -1
- LUMO: 2.24 eV
- HOMO energy: -3.69 eV
- Multiplicity: 1
- Energy: -102869.047 eV


This record from the Open Molecules 2025 dataset describes a molecular structure, C14H20AgBN8Se at a distorted geometry. The level of theory is ωB97M-V with the def2-TZVPD basis set.

Each line ends with the natural charge from an NBO analysis.
Atoms and positions in Å:
Ag1 1.25 -0.65 0.02  0.801
B1 1.82 -3.66 2.12  0.189
N1 0.48 -2.91 2.05  -0.300
C1 -0.56 -3.21 2.86  0.019
C2 -1.72 -2.52 2.48  -0.386
C3 -1.28 -1.75 1.35  -0.024
N2 0.04 -1.93 1.10  -0.416
N3 2.95 -2.96 1.38  -0.328
C4 4.14 -3.53 0.97  -0.003
C5 5.07 -2.53 0.66  -0.384
C6 4.34 -1.33 0.81  -0.060
N4 3.08 -1.56 1.25  -0.379
H1 2.11 -3.78 3.29  -0.056
H2 1.67 -4.78 1.65  -0.057
H3 -0.48 -3.94 3.65  0.222
H4 -2.70 -2.48 2.90  0.224
H5 -1.85 -1.05 0.73  0.215
H6 4.31 -4.61 0.96  0.219
H7 6.12 -2.61 0.38  0.223
H8 4.62 -0.29 0.60  0.203
N5 2.93 2.48 -2.45  -0.503
C7 3.40 1.37 -3.09  -0.111
C8 2.99 0.32 -2.32  -0.072
N6 2.27 0.76 -1.25  -0.552
C9 2.27 2.09 -1.34  0.198
H9 2.99 3.43 -2.82  0.430
H10 3.94 1.42 -4.03  0.229
H11 3.10 -0.73 -2.49  0.228
H12 1.83 2.78 -0.62  0.229
C10 -2.67 3.80 1.14  -0.406
N7 -3.45 3.09 0.13  -0.367
C11 -4.81 3.23 -0.07  -0.082
C12 -5.18 2.40 -1.07  -0.064
N8 -4.05 1.72 -1.50  -0.366
C13 -3.98 0.69 -2.52  -0.405
C14 -2.98 2.18 -0.77  0.247
Se1 -1.23 1.68 -1.00  -0.361
H13 -3.24 4.69 1.43  0.210
H14 -1.68 4.06 0.72  0.244
H15 -2.51 3.17 2.02  0.221
H16 -5.40 3.86 0.56  0.229
H17 -6.12 2.23 -1.55  0.228
H18 -4.79 0.86 -3.22  0.208
H19 -4.04 -0.29 -2.07  0.218
H20 -3.02 0.79 -3.05  0.249

- LUMO: 0.32 eV
- HOMO energy: -7.40 eV
- Multiplicity: 1
- Energy: -96785.169 eV


What is the formula in the first record? C3H4F2O